(1)
{"formula": "C5H8O", "method": "ωB97M-V with the def2-TZVPD basis set", "symbols": ["C", "C", "C", "C", "C", "O", "H", "H", "H", "H", "H", "H", "H", "H"], "coordinates": [[0.81202, 0.17178, 2.07866], [1.41404, 0.66332, 0.75597], [0.58578, 0.23477, -0.37523], [-0.16667, -0.12776, -1.24629], [-1.24479, -0.56907, -2.14476], [-2.51983, -0.33657, -1.57239], [0.80704, -0.92244, 2.11462], [1.38656, 0.54623, 2.93110], [-0.22150, 0.51864, 2.17892], [1.48748, 1.75765, 0.75725], [2.43483, 0.28063, 0.63922], [-1.10477, -1.63269, -2.39460], [-1.21998, -0.00678, -3.08303], [-2.45022, -0.57770, -0.63946]], "multiplicity": 1, "gap_ev": 10.55, "total_charge": 0, "homo_ev": -9.7, "smiles": "CCC#CCO", "relative_energy_kj_mol": 199.4, "total_energy_ha": -270.4819}

(2)
{"formula": "C4H9NO", "method": "ωB97M-V with the def2-TZVPD basis set", "symbols": ["C", "C", "N", "H", "H", "H", "H", "H", "C", "C", "O", "H", "H", "H", "H"], "coordinates": [[2.39941, 0.46104, 1.59478], [1.13722, 0.02059, 1.39321], [0.45523, -0.68643, 2.36686], [3.14143, -0.24913, 1.93118], [2.62519, 1.46665, 1.27077], [0.51786, 0.22741, 0.51981], [0.68876, -0.39875, 3.30033], [-0.54044, -0.79529, 2.26239], [-1.60115, -1.09372, -1.71007], [-1.29006, 0.06952, -2.26331], [-0.88558, 1.12819, -1.49682], [-2.03641, -1.85250, -2.34471], [-1.75831, -1.12020, -0.63923], [-1.45656, 0.28691, -3.31506], [-1.48789, 1.87535, -1.49637]], "multiplicity": 1, "gap_ev": 8.22, "total_charge": 0, "homo_ev": -7.4, "smiles": "C=CN.C=CO", "relative_energy_kj_mol": 361.1, "total_energy_ha": -287.6949}

(3)
{"formula": "C21H15ClN6O6PbS", "method": "ωB97M-V with the def2-TZVPD basis set", "symbols": ["Pb", "N", "C", "C", "C", "C", "C", "C", "S", "O", "O", "N", "C", "N", "C", "C", "C", "N", "H", "H", "H", "H", "H", "H", "H", "H", "H", "O", "C", "O", "C", "C", "Cl", "N", "N", "C", "C", "O", "O", "C", "C", "C", "C", "C", "C", "H", "H", "H", "H", "H", "H"], "coordinates": [[1.80995, -2.39967, 0.54728], [-0.59335, 5.66908, -0.86668], [0.11876, 4.55838, -0.89621], [0.33758, 3.81977, 0.31472], [1.03270, 2.64644, 0.26915], [1.54050, 2.20417, -0.96287], [1.36397, 2.92479, -2.16389], [0.66541, 4.09253, -2.13920], [2.41463, 0.66604, -1.05849], [2.68813, 0.24247, 0.29397], [3.46666, 0.78254, -2.00460], [1.21849, -0.36783, -1.50572], [1.14632, -0.91703, -2.72849], [0.66015, -2.18485, -2.72035], [0.56253, -2.77253, -3.89571], [0.89431, -2.10089, -5.08122], [1.36102, -0.78574, -4.97954], [1.50263, -0.18705, -3.81323], [-0.97079, 6.03439, -0.00130], [-0.75227, 6.21913, -1.70177], [-0.03899, 4.21111, 1.25063], [1.22752, 2.07663, 1.16644], [1.80945, 2.55389, -3.07781], [0.52872, 4.68431, -3.03493], [0.21073, -3.79696, -3.91410], [0.78308, -2.58183, -6.04249], [1.63037, -0.21936, -5.86274], [-0.30385, -4.39668, 5.88162], [-1.11028, -3.43931, 5.46453], [-2.05976, -3.05972, 6.08824], [-0.80473, -2.80307, 4.13345], [-1.62322, -1.85364, 3.53096], [-3.11121, -1.23398, 4.01781], [-1.06222, -1.48417, 2.35475], [0.08017, -2.18005, 2.16079], [0.24422, -2.96334, 3.22502], [1.47887, -3.82514, 3.25382], [1.65115, -4.61560, 4.14966], [2.29059, -3.63151, 2.25056], [-1.52290, -0.55939, 1.37025], [-1.59610, -0.97125, 0.04900], [-2.04736, -0.08503, -0.91773], [-2.44393, 1.19465, -0.55767], [-2.36748, 1.59426, 0.77129], [-1.89438, 0.72566, 1.74174], [0.45149, -4.56139, 5.27044], [-1.35404, -1.99270, -0.21974], [-2.13312, -0.41276, -1.94495], [-2.84847, 1.86433, -1.30504], [-2.70451, 2.57960, 1.06641], [-1.82714, 1.03832, 2.77393]], "multiplicity": 1, "gap_ev": [4.48, 4.74], "total_charge": 2, "homo_ev": [-14.4, -14.4], "relative_energy_kj_mol": 9.7, "total_energy_ha": -2639.8592}